ORCA calculation (ωB97M-V/def2-TZVPD) on a 12-piece molecular cluster, C70H121BN22O8 overall at a distorted geometry.

Charge: +10
Orbital gap in eV: 7.667
Electronic energy in Ha: -4567.48917

Geometry (Å):
O -9.0298 -29.7672 -36.0462
O -10.9745 -29.5644 -34.9869
O -10.0953 -32.5723 -36.5166
O -12.7669 -30.5510 -33.4946
O -11.8775 -31.6992 -35.4306
O -15.2513 -28.6745 -34.8262
O -14.3655 -29.6825 -32.2075
O -13.3032 -29.6578 -35.5000
N -10.8203 -35.8440 -43.8831
N -12.9550 -21.2899 -25.9286
N -19.3994 -35.2085 -42.2455
N -21.9356 -22.6461 -43.9253
N -16.4374 -34.6568 -24.6247
N -9.9781 -40.1081 -33.0455
N -11.1597 -38.0463 -43.8511
N -17.4158 -36.6494 -24.4364
N -20.9134 -34.8299 -43.8093
N -2.8456 -22.5831 -37.1019
N -5.7468 -27.0084 -31.0503
N -1.9224 -36.3338 -38.0722
N -18.7216 -20.6384 -31.5491
N -24.9754 -30.4487 -31.6980
N -1.3572 -20.8623 -36.5708
N -21.7706 -24.4311 -42.5693
N -8.9309 -41.7286 -34.3570
N -26.3860 -28.6790 -31.8269
N -12.3138 -19.3915 -26.8897
N -3.6367 -27.5844 -31.5556
N -1.7810 -38.5520 -38.4728
N -18.9578 -18.5330 -32.4552
C -20.6130 -36.1274 -43.8532
C -11.2616 -33.4856 -43.1229
C -18.4014 -19.7964 -32.5975
C -5.1355 -25.7790 -31.1573
C -26.3183 -29.0415 -30.4731
C -3.7029 -24.1040 -38.9233
C -1.1410 -28.0347 -31.0182
C -1.4737 -22.1910 -36.9093
C -8.6093 -43.7418 -35.8039
C -0.1114 -20.1395 -36.3762
C -21.5037 -25.3007 -41.4680
C -19.4537 -18.5301 -31.1668
C -16.1988 -33.2663 -24.7627
C -3.5792 -21.4766 -36.5484
C -23.9028 -31.3684 -32.1423
C -21.7740 -23.0502 -42.6157
C -20.9973 -21.0484 -45.6418
C -11.8849 -20.6269 -26.4014
C -2.3263 -34.9629 -37.9720
C -7.9865 -42.3754 -35.2595
C -17.5983 -35.3479 -24.8589
C -26.6733 -27.4003 -32.2829
C -21.8266 -34.1228 -44.6843
C -19.3511 -19.8255 -30.6005
C -10.9325 -39.4462 -43.5383
C -13.8153 -29.8849 -33.2786
C -3.2742 -23.9040 -37.4768
C -0.9724 -36.8917 -37.2350
C -18.6814 -34.4764 -40.0542
C -13.7186 -19.2534 -26.6266
C -10.2752 -41.3783 -32.5639
C -18.3545 -37.6760 -24.6671
C -18.1713 -21.9068 -31.2256
C -16.1580 -36.8502 -24.0080
C -1.9373 -39.6728 -39.3248
C -2.4553 -28.3589 -31.8090
C -25.3889 -30.1527 -30.3951
C -12.0890 -37.5140 -44.7404
C -10.3822 -38.8409 -32.4611
C -12.9829 -22.5855 -25.3407
C -2.6864 -20.4074 -36.3126
C -20.1685 -34.2090 -42.7863
C -2.5322 -37.4324 -38.7322
C -14.0560 -20.4219 -26.0249
C -10.1059 -30.1922 -35.6852
C -18.2372 -35.0070 -41.4294
C -14.2306 -29.3104 -34.6966
C -19.6702 -36.3573 -42.8820
C -1.1386 -34.0074 -38.1003
C -11.8363 -36.1606 -44.7695
C -10.6500 -31.6421 -35.9501
C -21.9301 -24.9319 -43.8315
C -10.4080 -37.0697 -43.3609
C -0.9254 -38.2380 -37.4630
C -3.8775 -26.1599 -31.6254
C -18.1915 -38.3142 -26.0711
C -9.2864 -40.4017 -34.2415
C -21.9904 -21.2710 -44.4070
C -9.6784 -42.3711 -33.3589
C -10.2317 -34.5286 -43.6568
C -22.5662 -30.6757 -32.4381
C -15.5955 -35.5613 -23.9867
C -19.3058 -22.8114 -30.7430
C -4.8778 -28.0611 -31.1129
C -13.4674 -23.6043 -26.3451
C -18.6965 -17.4099 -33.3389
C -22.0995 -23.7711 -44.7234
C -25.5455 -29.5314 -32.5316
C -11.5627 -18.4183 -27.5497
C -7.0701 -27.2475 -30.5140
B -12.1588 -30.4114 -34.8337
H -0.0546 -19.3693 -37.1454
H -14.6736 -35.1310 -23.6244
H -23.0419 -21.0322 -44.5662
H -22.3112 -23.6420 -45.7746
H -17.6130 -35.8960 -41.3387
H -20.1447 -33.1497 -42.5771
H -18.3183 -38.4140 -23.8658
H -22.3702 -25.2990 -40.8068
H -11.6893 -39.8552 -42.8689
H -18.8174 -37.9291 -26.8760
H -17.8122 -34.4682 -39.3964
H -2.8267 -34.7768 -37.0217
H -20.0174 -23.1794 -31.4821
H -0.2754 -39.0095 -37.0773
H -0.6585 -33.8402 -39.0644
H -15.0427 -20.7499 -25.7328
H -19.3992 -35.1208 -39.5466
H -19.5875 -22.3001 -29.8225
H -4.6426 -21.6245 -36.4313
H -18.8800 -33.4049 -40.0295
H -9.6332 -37.2365 -42.6272
H -7.1977 -28.0840 -29.8268
H -10.8611 -40.0141 -44.4659
H -11.4498 -33.6343 -42.0596
H -22.4466 -29.9371 -31.6455
H -21.0153 -36.7938 -44.6019
H -23.7454 -32.1261 -31.3747
H -0.8589 -27.0056 -31.2406
H -12.2331 -33.5611 -43.6113
H -21.2984 -26.3021 -41.8465
H -19.9530 -20.9117 -45.3610
H -9.9449 -39.6245 -43.1127
H -19.5209 -17.4012 -34.0518
H -19.2962 -37.1574 -24.4874
H -19.5504 -20.1637 -29.5943
H -27.1238 -27.2931 -33.2696
H -15.2128 -33.1598 -25.2149
H -21.7643 -22.4566 -41.7135
H -9.9603 -34.1577 -44.6452
H -3.2805 -37.4015 -39.5104
H -4.1008 -24.1700 -36.8180
H -19.9647 -17.6616 -30.7785
H -2.8702 -24.1858 -39.6219
H -25.0078 -30.7938 -29.6140
H -22.1066 -25.9892 -43.9634
H -16.1618 -32.8277 -23.7655
H -21.1103 -21.7936 -46.4292
H -5.6494 -24.8292 -31.1383
H -2.7201 -29.3843 -31.5510
H 0.7076 -20.8587 -36.3709
H -12.6858 -38.1703 -45.3565
H -25.3074 -29.5759 -33.5841
H -22.7217 -34.6822 -44.9561
H -20.6164 -24.9104 -40.9695
H -22.1798 -33.1645 -44.3036
H -25.7596 -26.8061 -32.2738
H -2.2497 -28.2701 -32.8758
H -9.9148 -38.0586 -33.0592
H -3.1828 -34.7339 -38.6061
H -17.5121 -21.7740 -30.3678
H -0.5384 -28.8718 -31.3708
H -9.3521 -43.5854 -36.5861
H -2.4439 -40.5021 -38.8312
H -0.4100 -36.3542 -36.4858
H -5.2280 -29.0796 -31.0327
H -2.3239 -39.4461 -40.3185
H -7.1537 -42.7100 -34.6409
H -24.3601 -31.7088 -33.0713
H -18.5300 -34.9850 -25.2671
H -1.0043 -40.1411 -39.6386
H -9.7995 -43.4309 -33.1903
H -13.2721 -23.4772 -27.4099
H -11.9407 -18.1040 -28.5225
H -12.8231 -24.4487 -26.1000
H -8.9654 -39.5941 -34.8826
H -17.2137 -38.2167 -26.5429
H -21.6887 -20.6100 -43.5944
H -0.7175 -22.8692 -37.2764
H -22.6243 -30.2123 -33.4230
H -18.0189 -20.1647 -33.5380
H -21.2480 -33.8573 -45.5691
H -10.8863 -32.4943 -43.3768
H -21.1680 -20.0930 -46.1380
H -21.6246 -31.2211 -32.3744
H -27.3641 -26.8880 -31.6132
H -4.4955 -23.4635 -39.3101
H -17.6323 -22.4194 -32.0223
H -4.1867 -25.0464 -39.1801
H -10.0299 -38.8014 -31.4303
H -14.5194 -23.7102 -26.0803
H -7.7430 -41.6779 -36.0609
H -17.7264 -17.7091 -33.7356
H -17.6743 -34.2001 -41.8985
H -12.2856 -35.3413 -45.3110
H -1.3192 -28.0963 -29.9447
H -9.2923 -44.1290 -35.0477
H -18.4933 -39.3597 -26.0085
H -7.1838 -26.3330 -29.9319
H -0.4260 -34.3881 -37.3686
H -11.9664 -22.7880 -25.0035
H -11.4989 -17.4971 -26.9704
H -7.7781 -27.3070 -31.3406
H -14.2792 -18.3590 -26.8551
H -1.4361 -33.0527 -37.6665
H -2.4176 -24.5448 -37.2675
H -10.8805 -21.0239 -26.3975
H -18.8435 -23.7493 -30.4351
H -3.0138 -25.5709 -31.8964
H -2.8197 -19.4698 -35.7935
H -10.5658 -18.8112 -27.7495
H -18.4741 -16.4654 -32.8422
H -7.8581 -44.5092 -35.9905
H -9.3067 -34.6232 -43.0880
H -10.7025 -41.5369 -31.5848
H -13.5442 -22.6117 -24.4067
H -19.1113 -37.2704 -42.7398
H -16.9872 -32.7718 -25.3302
H -15.8231 -37.8248 -23.6850
H -11.4537 -38.7187 -32.6195
H -0.2004 -19.6138 -35.4255
H -26.9765 -28.4494 -29.8545

Cartesian forces, eV/Å:
O -0.9 -0.5 0.2
O -1.3 0.5 1.3
O -0.8 1.9 1.0
O 3.9 -2.1 0.6
O 0.6 0.4 -0.1
O 0.7 -0.2 -1.0
O 0.6 -0.4 -1.4
O 1.0 -0.3 -2.3
N 0.2 -4.0 0.6
N -0.3 3.9 -0.3
N -1.1 1.4 -1.7
N 0.0 -2.6 2.0
N -2.4 -4.2 0.9
N 1.3 -4.2 -3.2
N 0.3 0.9 -0.1
N 0.5 2.9 -1.4
N 0.8 2.7 2.9
N 3.7 4.9 2.8
N 1.1 -2.9 1.7
N -1.2 -4.3 -0.3
N 0.3 5.0 -1.3
N -1.1 3.0 0.6
N -3.3 -3.7 -0.2
N -0.1 2.3 -2.4
N -3.4 2.3 1.8
N 3.3 -4.7 0.1
N -2.2 -3.1 1.9
N -5.5 2.6 1.9
N -2.3 3.8 -0.1
N 1.4 -3.6 3.0
C 0.6 -1.0 0.3
C 0.5 -0.8 0.1
C -1.7 -0.2 0.0
C 2.3 -2.5 -2.3
C 2.0 -2.2 -1.6
C -0.2 -0.4 -1.2
C -2.2 0.1 -0.4
C -2.9 0.8 -1.7
C -0.7 1.2 0.8
C -0.3 0.6 0.3
C 0.2 0.2 1.1
C -0.8 -1.8 0.7
C 0.5 1.2 0.3
C 2.2 0.0 -1.2
C 0.0 -0.2 -0.5
C -0.2 -1.6 -1.4
C -0.9 0.5 0.5
C -2.0 1.8 -0.8
C -1.0 1.7 -0.3
C -0.8 -2.2 -0.8
C 1.5 -1.1 0.9
C -1.0 3.4 -0.6
C -0.2 0.9 -1.1
C 0.4 2.0 -1.6
C 0.3 -1.0 -0.3
C -2.8 2.2 0.7
C -0.6 -1.1 -0.3
C -0.2 -0.7 -0.1
C 1.5 -0.2 0.6
C 2.5 -1.6 0.2
C 1.2 -1.0 -0.3
C -1.6 -0.7 -0.8
C -0.2 -2.2 0.2
C 1.1 2.9 0.8
C 0.6 -2.8 -0.9
C 1.3 -0.5 0.2
C -1.9 1.8 -0.9
C 1.1 0.7 0.1
C 0.1 0.3 -1.1
C 1.3 -0.4 0.1
C 0.0 -2.5 0.0
C -0.6 -2.8 -1.7
C 2.9 1.5 0.6
C -0.4 -0.5 -0.3
C 2.6 -0.9 -1.3
C 0.0 1.7 1.7
C -1.7 0.3 3.0
C -0.3 -1.3 -1.2
C -0.2 0.0 1.1
C -0.2 0.1 0.3
C 0.6 -1.7 -1.1
C -1.2 3.6 -2.3
C -0.7 2.0 -0.4
C 1.2 -0.3 -0.2
C 1.4 -0.5 0.7
C -0.7 -0.3 -0.2
C 0.8 0.5 1.8
C 1.1 1.1 -1.0
C -0.5 2.1 1.3
C -0.8 1.2 -0.8
C -0.4 1.0 0.4
C 0.5 -0.5 -0.8
C 1.4 -0.6 0.6
C 1.4 2.5 -2.0
C 0.3 -0.8 1.0
C 0.7 -0.6 -0.6
C 0.8 -2.0 3.0
C -0.4 -0.6 1.8
C 2.0 1.7 -1.0
C -0.8 1.5 0.2
B -2.7 0.9 0.3
H 0.4 -0.3 -0.1
H 0.2 -0.6 0.0
H 0.1 0.0 -0.6
H 0.1 -0.4 0.1
H -0.4 -0.1 -0.3
H -0.1 -0.2 0.1
H 0.4 0.0 -0.1
H 0.2 -0.2 0.2
H 0.0 0.1 -0.2
H -0.5 0.5 0.5
H 0.3 -0.4 0.0
H 0.5 -0.3 0.5
H -0.4 1.0 0.1
H 0.1 0.3 0.2
H -0.3 -0.4 0.0
H 0.2 0.0 0.2
H -0.3 0.3 -0.3
H -1.3 -0.6 -0.2
H 0.1 0.6 0.0
H -0.9 -0.2 -0.4
H 0.0 0.2 -0.1
H 0.6 -0.1 -0.3
H -0.5 0.0 0.0
H 0.2 0.3 0.0
H 0.1 0.5 -0.2
H -0.1 0.0 0.2
H -0.6 -0.2 -0.3
H 0.7 -0.4 -0.2
H 0.1 -0.2 -0.3
H -0.1 0.2 0.1
H 0.0 -0.7 0.4
H -0.1 0.6 0.3
H 0.4 0.6 -0.2
H -0.5 -0.5 -0.5
H -0.2 0.1 -0.2
H 0.1 -0.7 0.0
H -0.2 0.3 -0.2
H 0.2 0.3 -0.4
H 0.3 -0.2 -0.1
H 0.1 0.3 0.1
H 0.1 -0.1 0.1
H 0.2 0.0 0.1
H 0.2 0.8 0.1
H -0.4 0.3 0.3
H 0.3 0.2 -0.4
H 0.0 0.1 -0.1
H 0.1 -0.1 0.2
H 0.1 -0.2 0.1
H -0.1 0.0 -0.3
H 0.0 0.4 -0.1
H -0.2 0.3 0.1
H -0.4 0.6 0.0
H 0.4 -0.3 0.1
H -0.1 -0.3 0.3
H 0.2 -0.2 0.6
H 0.0 0.1 -0.1
H 0.0 -0.2 0.0
H 0.2 0.1 0.3
H 0.4 -0.3 -0.8
H 0.3 0.0 -0.2
H 0.8 0.7 0.3
H 0.7 0.1 -0.6
H -0.5 0.3 -0.1
H -0.1 0.1 -0.3
H 0.4 0.0 0.1
H -0.7 0.4 0.5
H 0.3 0.6 -0.2
H 0.5 -1.0 0.2
H 0.2 0.1 0.0
H 0.6 0.4 0.6
H 0.5 0.1 -0.2
H -0.2 0.8 0.2
H -0.5 -0.4 0.0
H -0.9 -0.8 0.0
H 0.2 -0.3 -0.1
H 0.4 -0.2 0.8
H 0.1 -0.2 0.1
H 0.4 0.4 0.2
H 0.2 0.3 0.2
H 0.3 0.1 0.1
H -0.3 -0.2 -0.3
H 0.1 0.0 0.5
H -0.7 0.0 0.2
H -0.5 -0.8 -0.1
H 0.0 -0.2 0.1
H 0.5 0.8 0.3
H 0.0 0.7 -0.3
H 0.0 -0.6 1.1
H -0.3 0.1 -0.1
H 0.0 -0.8 -0.8
H 0.3 -0.1 0.2
H -0.3 0.4 -0.9
H 0.3 -0.3 -0.1
H -0.2 -0.4 -0.2
H 0.1 -0.2 0.0
H 0.5 -0.3 0.4
H 0.4 -0.1 0.0
H -1.0 -0.2 0.1
H 0.5 0.2 -0.3
H 0.1 0.0 -0.2
H 0.2 -0.1 0.2
H -0.1 0.0 0.2
H 0.2 -0.1 0.0
H -0.1 0.1 -0.3
H -0.2 -0.2 0.1
H 0.0 0.3 -0.1
H 0.2 0.0 0.3
H -0.2 0.2 0.0
H -0.2 0.0 -0.3
H 0.1 0.2 0.2
H -0.7 -0.2 0.3
H -0.1 0.3 -0.3
H -0.3 0.0 0.2
H -0.4 0.1 -0.2
H -0.3 0.3 -0.3
H -0.1 0.2 0.3
H 0.2 -0.2 -0.1
H 0.1 0.3 0.1
H 0.0 -0.1 0.6
H 0.3 -0.2 0.1
H 0.4 -0.5 0.7